The following is a quantum chemistry calculation of the molecule C18H25NO7 at a distorted geometry, from the Open Molecules 2025 dataset.

Each line ends with the natural charge from an NBO analysis.
Geometry (Å):
C 1.49873 -3.94879 -3.03183  -0.64
C -0.01773 -4.02503 -2.93130  -0.08
O -0.60148 -2.72221 -2.85483  -0.51
C -0.61524 -2.13025 -1.65892  0.82
O -0.21631 -2.63784 -0.64650  -0.60
C -1.20550 -0.73419 -1.78398  -0.41
C -0.13957 0.23301 -2.33884  -0.38
C 1.18655 0.15133 -1.58194  -0.43
C 2.00578 1.42587 -1.76924  -0.40
C 3.24964 1.48514 -0.88036  -0.41
C 2.91123 1.35055 0.60830  -0.07
O 1.74665 2.11389 0.86559  -0.48
C 1.05242 1.91621 1.98613  0.35
C 1.56868 1.29211 3.12689  -0.30
C 0.80470 1.14002 4.26524  -0.15
C -0.50548 1.59655 4.30951  -0.25
C -1.04504 2.19245 3.19217  -0.17
C -0.28677 2.35580 2.03634  0.04
N -0.93642 2.89888 0.88695  0.53
O -0.27819 3.26554 -0.06184  -0.37
O -2.15491 2.96249 0.91857  -0.42
C -1.73012 -0.26840 -0.43283  0.83
O -1.06042 0.17165 0.46429  -0.63
O -3.05009 -0.39999 -0.38691  -0.50
C -3.71474 0.04474 0.80442  -0.09
C -3.50181 -0.91127 1.96829  -0.64
H 1.90645 -4.94690 -3.16352  0.22
H 1.78861 -3.33142 -3.87884  0.21
H 1.90870 -3.51899 -2.12114  0.22
H -0.31049 -4.59678 -2.04475  0.20
H -0.45066 -4.47569 -3.82642  0.19
H -2.04919 -0.78706 -2.47710  0.25
H 0.00979 0.01489 -3.39794  0.21
H -0.53267 1.24814 -2.25307  0.22
H 0.95713 0.02310 -0.52681  0.23
H 1.75836 -0.71938 -1.91301  0.19
H 1.37545 2.28073 -1.52292  0.23
H 2.31513 1.51814 -2.81255  0.20
H 3.74300 2.44338 -1.04821  0.21
H 3.95010 0.68913 -1.14044  0.21
H 2.72720 0.29991 0.86289  0.18
H 3.75023 1.71653 1.21612  0.18
H 2.58473 0.93088 3.12091  0.22
H 1.23693 0.65921 5.13011  0.22
H -1.09650 1.47715 5.20340  0.22
H -2.06692 2.54019 3.18224  0.25
H -3.34973 1.04622 1.05346  0.22
H -4.76801 0.09655 0.52312  0.19
H -4.07383 -0.56810 2.82559  0.21
H -3.82943 -1.91282 1.69902  0.21
H -2.44895 -0.94531 2.23646  0.23

Forces on atoms 1 to 6 (eV/Å):
C -0.379 0.146 0.064
C 0.308 -0.426 0.137
O -0.049 0.169 -0.386
C -0.317 0.203 0.135
O 0.071 -0.060 0.116
C 0.025 -0.018 -0.011

Properties
E_tot: -1282.26109 hartree
multiplicity: 1
structure (SMILES): CCOC(=O)C(CCCCCOc1ccccc1[N+](=O)[O-])C(=O)OCC

=====

The following is a quantum chemistry calculation of a structure of composition C18H25O6PPtS4, from the Open Molecules 2025 dataset.

Each line ends with the Löwdin spin population.
Geometry (Å):
Pt -1.04301 0.56339 -0.08343  0.65
C 2.03120 -2.22932 4.84870  0.00
C 1.29988 -1.01220 4.34970  0.00
O 1.32843 -1.05055 2.88245  0.00
P 1.05321 0.21118 1.99849  0.01
S 1.05317 -0.37955 0.06822  0.08
S -0.80026 0.98605 2.16145  -0.01
O 2.10818 1.30418 2.35548  0.00
C 3.53818 1.13155 2.05802  0.00
C 4.31213 0.96508 3.33821  0.00
H 2.01028 -2.23628 5.93877  0.00
H 3.07073 -2.22536 4.52298  0.00
H 1.55473 -3.13917 4.48846  0.00
H 1.76619 -0.08380 4.68232  0.00
H 0.25152 -1.01443 4.64584  0.00
H 3.81662 2.03363 1.51945  0.00
H 3.65725 0.27676 1.38956  0.00
H 4.11170 1.79269 4.01755  0.00
H 5.37908 0.95836 3.11463  0.00
H 4.06576 0.02580 3.83269  0.00
C -2.95141 4.68307 -0.89911  0.00
S -1.86452 3.64053 0.05483  0.01
O -2.41416 2.24055 -0.27879  0.04
C -0.35786 3.78002 -0.85426  0.00
C -0.25033 3.24136 -2.12878  0.00
C 0.96948 3.32991 -2.77826  0.00
C 2.04953 3.95552 -2.15319  0.00
C 1.91909 4.47812 -0.87125  0.00
C 0.70353 4.38150 -0.20464  0.00
H -2.94333 4.35343 -1.93588  0.00
H -2.59900 5.70906 -0.80440  0.00
H -3.94550 4.58227 -0.46828  0.00
H -1.08899 2.73360 -2.58955  0.00
H 1.07824 2.91375 -3.77035  0.00
H 2.99730 4.03036 -2.66862  0.00
H 2.75983 4.95837 -0.38909  0.00
H 0.59019 4.75655 0.80407  0.00
C -1.59077 -6.46180 -2.67104  0.00
C -1.87989 -5.00467 -2.45168  0.00
C -0.86246 -4.05688 -2.47987  0.00
C -1.13289 -2.71065 -2.28790  0.00
C -2.44049 -2.31313 -2.06678  0.00
C -3.47877 -3.23803 -2.04365  0.00
C -3.18954 -4.57506 -2.23142  0.00
S -2.84129 -0.63035 -1.77898  0.00
O -4.00737 -0.28317 -2.50955  0.02
O -1.59412 0.16026 -2.09539  0.01
O -2.95456 -0.44881 -0.28208  0.16
H -0.52151 -6.64733 -2.75408  0.00
H -2.06833 -6.81228 -3.58719  0.00
H -1.98039 -7.06404 -1.84976  0.00
H 0.15628 -4.37384 -2.66415  0.00
H -0.34025 -1.97683 -2.33525  0.00
H -4.49771 -2.90849 -1.88922  0.00
H -3.99302 -5.30091 -2.21601  0.00

Forces on atoms 1 to 6 (eV/Å):
Pt -0.110 0.603 0.033
C -0.014 0.014 0.046
C -0.027 -0.008 -0.051
O 0.102 0.064 -0.034
P -0.253 -0.242 0.153
S -0.164 -0.105 -0.323

Properties
E_tot: -3205.59679 hartree
expectation value of S²: 0.7569
multiplicity: 2
net charge: +1

=====

The following is a quantum chemistry calculation of a structure of composition C18H26ClLiN7O3 at a distorted geometry, from the Open Molecules 2025 dataset.

Each line ends with the natural charge from an NBO analysis.
Geometry (Å):
Li -2.38675 -3.03603 -0.19112  0.86
C 3.59229 0.72733 -3.43574  -0.63
C 2.22825 1.31783 -3.04407  -0.05
C 2.24277 2.81131 -3.38047  -0.62
C 1.16616 0.61703 -3.90128  -0.63
C 1.94582 1.07826 -1.51734  0.29
O 2.10429 -0.30313 -1.21021  -0.75
C 2.89245 1.94998 -0.64770  -0.43
C 3.03464 1.51264 0.82927  -0.42
C 1.99235 2.05303 1.77689  -0.05
C 1.18317 1.19848 2.52155  -0.21
C 0.22955 1.68841 3.39978  -0.23
C 0.08168 3.05862 3.54866  -0.05
Cl -1.08668 3.68160 4.65425  0.02
C 0.87826 3.93308 2.82132  -0.23
C 1.82538 3.42676 1.94873  -0.15
C 0.49032 1.44876 -1.11993  -0.26
N -0.50235 0.39947 -1.28590  -0.16
C -0.60230 -0.76743 -0.64740  0.22
N -1.70493 -1.39177 -1.03253  -0.64
C -2.26136 -0.52713 -1.92651  0.14
N -1.56526 0.56666 -2.09548  -0.25
H 3.79846 0.98571 -4.47460  0.23
H 3.60087 -0.36430 -3.37864  0.20
H 4.41546 1.12164 -2.83884  0.21
H 2.34785 2.93018 -4.45963  0.22
H 3.08275 3.32229 -2.90840  0.21
H 1.32045 3.31471 -3.08694  0.21
H 1.46776 0.64969 -4.94970  0.22
H 0.19336 1.09959 -3.82495  0.22
H 1.06202 -0.43057 -3.61346  0.21
H 2.97817 -0.57702 -1.50914  0.49
H 2.54421 2.98321 -0.69484  0.22
H 3.88692 1.92416 -1.09213  0.22
H 4.01055 1.85667 1.17948  0.23
H 3.04056 0.42567 0.88255  0.22
H 1.30316 0.12569 2.41496  0.21
H -0.39577 1.01579 3.97118  0.23
H 0.75656 5.00047 2.94547  0.23
H 2.45233 4.11366 1.39160  0.21
H 0.14110 2.29298 -1.70537  0.25
H 0.47572 1.73902 -0.07382  0.24
H 0.12832 -1.13071 0.05371  0.23
H -3.18797 -0.71551 -2.44247  0.21
N -5.77206 -4.92245 4.88723  -0.76
C -5.14020 -4.80279 3.71456  0.67
N -5.41850 -5.70003 2.74994  -0.79
N -4.28931 -3.81890 3.57232  -0.63
C -3.62137 -3.51638 2.51480  0.55
N -2.95166 -3.12635 1.64496  -0.65
H -6.33322 -5.72735 5.10091  0.41
H -5.54702 -4.27974 5.62673  0.43
H -6.14279 -6.38643 2.86003  0.41
H -4.98081 -5.60736 1.85254  0.41
O -1.91223 -4.65753 -1.20785  0.04
O -3.09144 -4.58146 -1.16696  0.01

Forces on atoms 1 to 6 (eV/Å):
Li 0.125 1.203 0.734
C -0.043 0.052 0.040
C -0.072 -0.176 0.075
C 0.050 -0.048 0.019
C 0.066 0.055 0.045
C 0.086 0.362 -0.178

Properties
E_tot: -1777.99757 hartree
multiplicity: 1
net charge: +1